(1)
This record from OMol25 describes a cluster of 2 separate species, C25H35F3IO4S in total at a distorted geometry. The level of theory is ωB97M-V/def2-TZVPD.

Properties
* highest occupied orbital energy: -3.56 eV
* frontier orbital gap: 5.11 eV
* LUMO: 1.6 eV
* ΔE to the lowest compared entry with this formula, charge and spin: 75.18 kcal/mol

```
! RIJCOSX wB97M-V def2-TZVPD def2/J DEFGRID3
* xyz -1 1
C 2.60 -3.28 0.41
C 1.37 -2.66 -0.18
O 1.08 -1.54 0.74
C -0.11 -0.92 0.60
C -0.31 0.08 1.63
C -1.54 0.84 1.65
O -2.16 0.96 2.73
C -2.12 1.48 0.41
C -3.07 0.61 -0.37
C -4.19 -0.10 0.44
C -4.15 -1.64 0.39
C -4.47 -2.36 1.72
C -3.54 -3.52 2.08
C -2.04 -3.17 2.19
C -1.68 -2.24 3.36
C -0.18 -1.85 3.43
C 0.21 -0.40 2.96
O -0.88 -1.28 -0.29
H 2.89 -4.12 -0.21
H 3.42 -2.56 0.42
H 2.42 -3.63 1.43
H 1.53 -2.25 -1.19
H 0.50 -3.33 -0.17
H -2.64 2.38 0.75
H -1.28 1.80 -0.22
H -3.55 1.22 -1.15
H -2.47 -0.14 -0.90
H -4.15 0.26 1.48
H -5.16 0.24 0.03
H -4.91 -1.95 -0.35
H -3.17 -1.96 -0.01
H -4.46 -1.65 2.54
H -5.50 -2.74 1.65
H -3.89 -3.97 3.02
H -3.61 -4.32 1.34
H -1.44 -4.10 2.26
H -1.74 -2.68 1.25
H -2.28 -1.31 3.33
H -1.96 -2.78 4.29
H 0.10 -1.94 4.48
H 0.47 -2.55 2.88
H 1.31 -0.39 2.91
H -0.08 0.32 3.74
C 4.80 3.32 -2.35
C 3.34 3.16 -2.71
C 3.01 4.08 -3.86
C 3.04 1.74 -3.02
C 2.07 1.28 -3.96
I 2.09 1.43 -6.08
C 1.08 0.44 -3.46
C 1.19 0.03 -2.13
C 2.43 0.04 -1.48
C 3.44 0.80 -2.05
O 2.66 3.59 -1.48
S 1.20 2.86 -0.70
C 0.77 4.11 0.50
F 0.43 5.31 -0.03
F -0.36 3.64 1.18
F 1.74 4.36 1.43
H 5.42 2.86 -3.12
H 5.00 4.39 -2.31
H 5.01 2.86 -1.39
H 3.32 3.58 -4.78
H 1.94 4.25 -3.96
H 3.61 4.99 -3.79
H 0.23 0.13 -4.07
H 0.29 -0.35 -1.65
H 2.61 -0.50 -0.55
H 4.46 0.76 -1.66
*
```

Mulliken population analysis, charges in e, atoms 1 to 5: number 1, C, carries -1.373; number 2, C, carries -0.152; number 3, O, carries -0.266; number 4, C, carries 1.103; number 5, C, carries 0.209



(2)
This record from OMol25 describes the molecule C24H31NO4. The level of theory is ωB97M-V/def2-TZVPD.

Properties
* highest occupied orbital energy: -8.47 eV
* frontier orbital gap: 9.17 eV
* LUMO: 0.7 eV
* ΔE to the lowest compared entry with this formula, charge and spin: 6.46 kcal/mol

```
! RIJCOSX wB97M-V def2-TZVPD def2/J DEFGRID3
* xyz 0 1
C 6.64 0.20 0.09
C 5.66 0.83 -0.89
O 4.31 0.47 -0.60
C 3.68 1.16 0.36
O 4.20 2.05 0.98
C 2.23 0.73 0.50
C 2.09 -0.81 0.60
C 2.42 -1.36 1.95
C 1.46 -2.02 2.70
C 1.76 -2.54 3.95
C 3.04 -2.40 4.47
C 4.01 -1.75 3.73
C 3.70 -1.24 2.48
C 1.60 1.45 1.70
C 0.08 1.29 1.70
C -0.50 1.71 0.36
N 0.10 0.93 -0.71
C -0.57 1.14 -1.98
C -1.97 0.59 -1.94
C -3.06 1.34 -2.35
C -4.34 0.82 -2.32
C -4.56 -0.47 -1.86
O -5.77 -1.09 -1.79
C -6.92 -0.38 -2.19
C -8.13 -1.30 -1.97
O -9.33 -0.70 -2.36
C -3.46 -1.23 -1.44
C -2.19 -0.71 -1.49
C 1.52 1.20 -0.79
H 6.51 -0.88 0.11
H 7.65 0.43 -0.22
H 6.47 0.60 1.09
H 5.74 1.93 -0.85
H 5.83 0.48 -1.91
H 2.75 -1.25 -0.15
H 1.06 -1.06 0.33
H 0.46 -2.14 2.30
H 1.00 -3.05 4.52
H 3.27 -2.80 5.44
H 5.01 -1.64 4.12
H 4.47 -0.73 1.91
H 2.02 1.07 2.63
H 1.85 2.51 1.63
H -0.18 0.25 1.89
H -0.35 1.89 2.49
H -1.58 1.53 0.35
H -0.33 2.79 0.20
H 0.00 0.61 -2.75
H -0.59 2.21 -2.26
H -2.91 2.35 -2.71
H -5.16 1.44 -2.66
H -6.85 -0.11 -3.26
H -7.04 0.54 -1.60
H -7.95 -2.24 -2.50
H -8.23 -1.51 -0.90
H -9.30 -0.53 -3.31
H -3.64 -2.23 -1.09
H -1.35 -1.29 -1.16
H 1.94 0.65 -1.64
H 1.72 2.28 -0.94
*
```

Mulliken population analysis, charges in e, atoms 1 to 5: number 1, C, carries -1.153; number 2, C, carries -0.273; number 3, O, carries -0.241; number 4, C, carries -0.881; number 5, O, carries -0.624



(3)
This record from OMol25 describes a cluster of 4 separate species, C18H17Br2F25NO5S in total. The level of theory is ωB97M-V/def2-TZVPD.

Properties
* highest occupied orbital energy: -13.28 eV
* frontier orbital gap: 9.81 eV
* LUMO: -3.5 eV

```
! RIJCOSX wB97M-V def2-TZVPD def2/J DEFGRID3
* xyz 1 1
C -3.57 4.25 -5.28
C -2.61 3.18 -4.83
Br -2.31 1.81 -6.04
C -1.99 3.16 -3.66
Br -0.86 1.85 -3.01
N -2.21 4.20 -2.63
S -1.25 5.73 -2.74
O 0.02 5.32 -3.12
O -1.58 6.41 -1.56
F -2.03 6.32 -3.92
H -4.18 4.65 -4.46
H -3.03 5.07 -5.75
H -4.25 3.85 -6.04
H -1.88 3.81 -1.74
H -3.21 4.41 -2.49
C -2.05 -0.01 2.43
C -2.21 -1.39 1.78
C -1.34 -1.70 0.56
F -1.68 -0.86 -0.45
F -1.57 -2.96 0.15
F -3.51 -1.63 1.49
F -1.83 -2.29 2.73
O -3.03 0.99 2.12
C -2.95 1.85 1.09
C -4.14 1.73 0.13
F -4.19 0.53 -0.45
F -3.99 2.68 -0.86
F -1.78 1.79 0.42
F -3.04 3.12 1.60
H -2.20 -0.18 3.49
H -1.04 0.38 2.31
H -0.28 -1.59 0.79
H -5.08 1.92 0.66
C 1.86 -3.28 -5.10
C 3.19 -3.75 -4.49
C 3.12 -4.66 -3.25
F 2.53 -4.01 -2.23
F 4.37 -4.98 -2.89
F 3.97 -2.69 -4.23
F 3.80 -4.50 -5.45
O 1.43 -1.98 -4.76
C 0.67 -1.73 -3.66
C 1.38 -0.78 -2.69
F 2.52 -1.33 -2.25
F 0.56 -0.51 -1.64
F 0.28 -2.85 -3.03
F -0.45 -1.09 -4.07
H 2.05 -3.23 -6.17
H 1.07 -4.02 -4.96
H 2.56 -5.57 -3.47
H 1.61 0.17 -3.18
C 1.23 -1.52 6.14
C 1.13 -0.64 4.89
C 2.02 -1.00 3.69
F 3.32 -0.87 3.99
F 1.73 -0.14 2.68
F 1.30 0.66 5.21
F -0.15 -0.78 4.40
O 2.02 -1.02 7.19
C 3.36 -1.28 7.27
C 4.18 0.02 7.26
F 3.96 0.68 6.10
F 5.48 -0.29 7.33
F 3.77 -2.13 6.31
F 3.59 -1.87 8.46
H 0.21 -1.54 6.54
H 1.48 -2.55 5.88
H 1.82 -2.02 3.35
H 3.90 0.65 8.10
*
```

Mulliken population analysis, charges in e, atoms 1 to 5: number 1, C, carries -1.301; number 2, C, carries 0.732; number 3, Br, carries -0.094; number 4, C, carries -0.172; number 5, Br, carries 0.002



(4)
This record from OMol25 describes a structure of composition C22H49N2P3S2Yb at a distorted geometry. The level of theory is ωB97M-V/def2-TZVPD.

Properties
* highest occupied orbital energy (alpha / beta): -16.22 / -16.31 eV
* frontier orbital gap (alpha / beta): 6.91 / 5.74 eV
* LUMO (alpha / beta): -9.3 / -10.6 eV
* ΔE to the lowest compared entry with this formula, charge and spin: 15.45 kcal/mol

```
! RIJCOSX wB97M-V def2-TZVPD def2/J DEFGRID3
* xyz 3 2
Yb 0.54 -0.71 -0.43
P 1.21 -0.40 2.45
P 1.54 2.22 -0.65
P -0.99 -3.35 0.75
H 3.41 1.01 -4.62
C 2.75 0.17 -4.83
C 1.48 0.35 -5.23
H 1.02 1.35 -5.30
C 2.79 -1.29 2.73
C 1.55 1.08 3.49
C 0.13 -1.33 3.60
C 1.51 2.90 -2.33
C 1.08 3.48 0.55
C 3.30 1.84 -0.31
C -1.80 -3.66 -0.89
C -2.43 -3.74 1.83
C -0.12 -4.96 0.93
H 3.16 -0.84 -4.70
H 0.87 -0.50 -5.58
H 3.02 -1.33 3.80
H 3.60 -0.76 2.21
H 2.71 -2.31 2.33
H 1.75 0.77 4.52
H 0.69 1.76 3.50
H 2.42 1.63 3.11
H 0.38 -1.07 4.64
H 0.24 -2.41 3.46
H -0.92 -1.06 3.41
H 2.25 3.71 -2.30
H 0.50 3.27 -2.59
H 1.83 2.13 -3.05
H 1.67 4.39 0.41
H 1.30 3.04 1.54
H 0.01 3.70 0.44
H 3.90 2.77 -0.43
H 3.68 1.08 -1.01
H 3.41 1.50 0.73
H -2.28 -4.65 -0.84
H -1.09 -3.64 -1.72
H -2.56 -2.89 -1.05
H -2.75 -4.78 1.64
H -3.27 -3.06 1.62
H -2.16 -3.65 2.89
H -0.81 -5.78 0.70
H 0.22 -5.06 1.97
H 0.75 -5.00 0.27
C 2.41 -3.71 -2.33
C 3.49 -4.60 -2.13
C 4.07 -5.23 -3.23
C 3.58 -4.97 -4.53
C 2.51 -4.07 -4.72
C 1.93 -3.43 -3.63
S 1.67 -2.96 -0.98
H 0.31 1.42 -0.34
H 3.81 -4.73 -1.09
H 4.91 -5.91 -3.07
H 4.05 -5.45 -5.39
H 2.14 -3.85 -5.73
H 1.12 -2.70 -3.74
C -5.00 2.10 2.69
C -3.60 2.67 2.74
N -2.57 1.96 1.93
C -2.78 1.51 0.66
S -2.11 0.01 0.14
N -3.55 2.25 -0.17
C -3.71 3.73 -0.09
C -2.45 4.51 0.22
H -5.46 2.25 1.71
H -5.61 2.62 3.44
H -5.01 1.04 2.94
H -3.59 3.72 2.43
H -3.21 2.64 3.77
H -1.99 1.31 2.46
H -3.70 1.81 -1.07
H -4.09 4.03 -1.08
H -4.50 3.94 0.64
H -1.73 4.43 -0.60
H -2.70 5.57 0.33
H -1.98 4.17 1.15
*
```

Mulliken population analysis, charges in e, atoms 1 to 5: number 1, Yb, carries 0.575; number 2, P, carries 0.972; number 3, P, carries 0.970; number 4, P, carries 0.618; number 5, H, carries 0.370



(5)
This record from OMol25 describes a structure of composition C6H8O2 at a distorted geometry. The level of theory is ωB97M-V/def2-TZVPD.

Properties
* highest occupied orbital energy: -8.89 eV
* frontier orbital gap: 8.17 eV
* LUMO: -0.7 eV
* ΔE to the lowest compared entry with this formula, charge and spin: 108.60 kcal/mol

```
! RIJCOSX wB97M-V def2-TZVPD def2/J DEFGRID3
* xyz 0 1
C 0.56 -0.25 0.04
C -0.25 0.49 -0.86
C -0.01 -0.94 -1.17
C 1.98 -0.11 0.49
C -0.62 -0.04 1.18
C -1.95 0.78 -0.12
O -0.44 0.76 2.08
O -2.86 0.09 -0.48
H -0.10 1.45 -1.34
H -1.09 -1.04 1.21
H 0.65 -1.16 -2.00
H -0.84 -1.64 -1.06
H -2.05 1.84 0.19
H 2.35 -1.07 0.86
H 2.62 0.23 -0.33
H 2.03 0.62 1.31
*
```

Mulliken population analysis, charges in e, atoms 1 to 5: number 1, C, carries 0.769; number 2, C, carries -0.122; number 3, C, carries -0.835; number 4, C, carries -1.439; number 5, C, carries 0.120



Question: Which formula does entry 5 have?
Answer: C6H8O2